(1)
{
  "formula": "C34H42BrClN2O4P",
  "method": "ωB97M-V/def2-TZVPD",
  "symbols": ["C", "C", "Br", "C", "C", "N", "C", "P", "O", "Cl", "N", "C", "C", "O", "C", "O", "C", "C", "O", "H", "H", "H", "H", "H", "H", "H", "H", "H", "H", "H", "H", "H", "H", "H", "H", "H", "H", "C", "C", "C", "C", "C", "C", "H", "H", "H", "H", "H", "H", "C", "C", "C", "C", "C", "C", "H", "H", "H", "H", "H", "H", "C", "C", "C", "C", "C", "C", "H", "H", "H", "H", "H", "H", "C", "C", "C", "C", "C", "C", "H", "H", "H", "H", "H", "H"],
  "positions_angstrom": [[2.74, -0.01, 4.57], [2.49, -1.66, 4.62], [2.21, -2.15, 6.54], [3.76, -2.53, 4.07], [3.31, -3.44, 2.78], [3.93, -3.21, 1.41], [3.21, -4.21, 0.53], [3.59, -4.32, -1.37], [5.25, -4.85, -1.58], [2.22, -5.86, -2.03], [2.16, -5.08, 1.20], [2.18, -4.62, 2.64], [1.19, -5.21, 3.81], [0.28, -4.11, 4.20], [-1.13, -4.46, 3.98], [-1.98, -3.40, 4.60], [-2.94, -2.89, 3.61], [-2.14, -1.82, 2.62], [-3.04, -1.20, 1.62], [3.87, 0.29, 4.53], [2.21, 0.40, 5.56], [2.11, 0.45, 3.67], [1.57, -1.86, 3.91], [4.31, -3.14, 4.92], [4.57, -1.75, 3.67], [4.68, -2.53, 1.15], [5.75, -4.00, -1.84], [1.55, -5.83, 0.81], [0.57, -6.13, 3.36], [1.78, -5.58, 4.78], [-1.44, -4.59, 2.85], [-1.32, -5.49, 4.52], [-3.51, -3.72, 3.00], [-3.76, -2.25, 4.18], [-1.33, -2.42, 2.04], [-1.68, -0.93, 3.26], [-2.59, -0.31, 1.40], [5.66, 3.69, 8.63], [5.00, 2.82, 9.50], [4.37, 1.68, 9.00], [4.42, 1.40, 7.64], [5.08, 2.26, 6.77], [5.70, 3.41, 7.27], [6.15, 4.58, 9.02], [4.97, 3.03, 10.57], [3.85, 1.00, 9.68], [3.93, 0.50, 7.25], [5.12, 2.04, 5.70], [6.22, 4.09, 6.59], [0.32, -0.70, -1.91], [1.02, -1.78, -2.44], [1.54, -1.70, -3.74], [1.36, -0.54, -4.49], [0.66, 0.54, -3.95], [0.14, 0.46, -2.66], [-0.09, -0.76, -0.90], [1.16, -2.68, -1.86], [2.08, -2.54, -4.16], [1.77, -0.47, -5.49], [0.53, 1.45, -4.54], [-0.41, 1.30, -2.25], [-2.52, 4.16, -6.08], [-1.19, 3.94, -5.74], [-0.23, 3.82, -6.74], [-0.60, 3.94, -8.08], [-1.93, 4.17, -8.42], [-2.90, 4.28, -7.42], [-3.28, 4.25, -5.30], [-0.90, 3.85, -4.69], [0.81, 3.64, -6.48], [0.16, 3.86, -8.86], [-2.22, 4.27, -9.46], [-3.93, 4.45, -7.68], [-9.00, 3.67, -5.49], [-7.67, 3.44, -5.15], [-6.70, 3.33, -6.15], [-7.07, 3.45, -7.49], [-8.40, 3.68, -7.83], [-9.37, 3.78, -6.83], [-9.75, 3.76, -4.71], [-7.38, 3.36, -4.11], [-5.66, 3.15, -5.89], [-6.32, 3.37, -8.27], [-8.69, 3.77, -8.87], [-10.41, 3.96, -7.09]],
  "orbital_gap_ev": 5.7,
  "lumo_energy_ev": -4.6471,
  "fmax_ev_per_a": 8.27,
  "total_charge": 1
}

(2)
{
  "formula": "C34H42ClCoN2Si",
  "method": "ωB97M-V/def2-TZVPD",
  "symbols": ["Co", "C", "C", "C", "C", "C", "C", "C", "C", "C", "C", "H", "H", "H", "H", "H", "H", "H", "H", "H", "H", "H", "H", "H", "H", "C", "Si", "C", "N", "C", "C", "C", "C", "C", "C", "C", "C", "C", "C", "C", "C", "C", "C", "C", "C", "C", "H", "H", "H", "H", "H", "H", "H", "H", "H", "H", "H", "H", "H", "H", "H", "H", "H", "H", "H", "H", "H", "H", "H", "H", "Cl", "C", "C", "C", "C", "N", "C", "H", "H", "H", "H"],
  "positions_angstrom": [[0.11, -0.04, -0.09], [-0.27, -3.44, 3.22], [-0.88, -2.83, 1.94], [-2.40, -2.94, 1.98], [-0.37, -1.42, 1.80], [-1.18, -0.29, 1.84], [-0.63, 1.00, 1.79], [0.75, 1.23, 1.70], [1.35, 2.59, 1.79], [1.57, 0.08, 1.58], [1.02, -1.20, 1.59], [-0.59, -4.47, 3.32], [-0.61, -2.89, 4.10], [0.82, -3.43, 3.21], [-0.49, -3.40, 1.09], [-2.81, -2.46, 2.87], [-2.69, -3.99, 2.02], [-2.88, -2.50, 1.10], [-2.26, -0.39, 1.96], [-1.29, 1.86, 1.86], [2.21, 2.69, 1.12], [1.72, 2.76, 2.80], [0.63, 3.38, 1.56], [2.63, 0.20, 1.46], [1.67, -2.05, 1.46], [1.74, 0.33, -1.14], [1.25, 0.51, -2.96], [-0.62, 0.74, -2.75], [-0.90, 1.21, -1.35], [-0.36, 2.63, -1.24], [-1.30, 3.60, -0.54], [-2.61, 3.75, -1.30], [-3.08, 2.39, -1.84], [-2.39, 1.23, -1.13], [1.58, -1.02, -3.97], [0.57, -1.71, -4.65], [0.88, -2.81, -5.44], [2.20, -3.23, -5.57], [3.21, -2.55, -4.91], [2.90, -1.45, -4.12], [2.06, 2.02, -3.68], [3.10, 2.71, -3.06], [3.68, 3.82, -3.65], [3.21, 4.27, -4.88], [2.18, 3.60, -5.52], [1.61, 2.48, -4.92], [2.15, 1.27, -0.76], [2.48, -0.44, -0.94], [-1.13, -0.21, -2.90], [-1.05, 1.45, -3.45], [-0.20, 3.00, -2.26], [0.62, 2.60, -0.78], [-0.78, 4.55, -0.46], [-1.49, 3.28, 0.49], [-2.46, 4.44, -2.13], [-3.36, 4.20, -0.66], [-2.92, 2.31, -2.91], [-4.15, 2.26, -1.69], [-2.79, 0.29, -1.50], [-2.58, 1.29, -0.05], [-0.46, -1.40, -4.58], [0.09, -3.33, -5.98], [2.44, -4.07, -6.20], [4.24, -2.86, -5.02], [3.71, -0.91, -3.63], [3.49, 2.37, -2.10], [4.50, 4.33, -3.16], [3.66, 5.14, -5.34], [1.82, 3.94, -6.48], [0.82, 1.96, -5.45], [1.94, -4.83, -2.20], [0.60, -3.82, -1.89], [-0.70, -4.23, -2.16], [-1.73, -3.36, -1.85], [-1.45, -2.13, -1.30], [-0.19, -1.72, -1.07], [0.81, -2.56, -1.36], [-0.88, -5.21, -2.59], [-2.76, -3.64, -2.03], [-2.24, -1.46, -1.02], [1.82, -2.23, -1.16]],
  "orbital_gap_ev": 7.1,
  "lumo_energy_ev": -6.6774,
  "fmax_ev_per_a": 0.16,
  "total_charge": 2
}

(3)
{
  "formula": "C34H42F18MgN3O33S6",
  "method": "ωB97M-V/def2-TZVPD",
  "symbols": ["Mg", "C", "F", "F", "F", "S", "O", "O", "N", "S", "O", "O", "C", "F", "F", "F", "C", "F", "F", "F", "S", "O", "O", "N", "S", "O", "O", "C", "F", "F", "F", "C", "F", "F", "F", "S", "O", "O", "N", "S", "O", "O", "C", "F", "F", "F", "C", "C", "C", "O", "C", "O", "O", "H", "H", "H", "H", "H", "H", "C", "C", "C", "O", "C", "O", "O", "H", "H", "H", "H", "H", "H", "C", "C", "C", "O", "C", "O", "O", "H", "H", "H", "H", "H", "H", "C", "C", "C", "O", "C", "O", "O", "H", "H", "H", "H", "H", "H", "C", "C", "C", "O", "C", "O", "O", "H", "H", "H", "H", "H", "H", "C", "C", "C", "O", "C", "O", "O", "H", "H", "H", "H", "H", "H", "C", "C", "C", "O", "C", "O", "O", "H", "H", "H", "H", "H", "H"],
  "positions_angstrom": [[-4.93, 20.88, 20.98], [-2.50, 21.67, 17.74], [-3.54, 21.31, 16.96], [-1.37, 21.51, 17.06], [-2.56, 22.90, 18.19], [-2.44, 20.32, 19.08], [-1.72, 19.24, 18.42], [-1.73, 20.98, 20.17], [-4.14, 20.01, 19.53], [-4.61, 18.81, 18.54], [-6.04, 18.67, 18.60], [-4.09, 18.82, 17.21], [-3.89, 17.23, 19.40], [-4.89, 16.49, 19.87], [-3.24, 16.49, 18.49], [-3.11, 17.59, 20.34], [-3.01, 22.88, 26.74], [-2.65, 23.92, 25.98], [-2.03, 21.91, 26.69], [-3.19, 23.47, 27.96], [-4.80, 22.25, 26.23], [-5.62, 23.42, 26.47], [-4.81, 21.74, 24.90], [-5.23, 21.17, 27.60], [-4.73, 19.74, 27.16], [-3.79, 19.63, 26.11], [-4.52, 19.02, 28.39], [-6.27, 18.87, 26.37], [-6.77, 19.69, 25.45], [-5.83, 17.77, 25.79], [-7.19, 18.61, 27.31], [3.13, 24.76, 24.60], [4.30, 25.01, 24.00], [2.70, 25.62, 25.55], [2.20, 24.76, 23.62], [3.30, 22.97, 25.36], [4.74, 22.71, 25.43], [2.62, 22.97, 26.70], [2.85, 21.89, 24.11], [1.34, 21.72, 24.45], [1.17, 20.69, 25.43], [0.56, 22.97, 24.69], [0.55, 21.01, 22.79], [0.94, 19.72, 22.73], [-0.81, 21.05, 22.90], [0.96, 21.79, 21.72], [-10.09, 17.02, 21.27], [-9.51, 18.25, 21.95], [-8.63, 17.78, 23.15], [-7.25, 18.08, 22.85], [-7.27, 18.81, 21.73], [-6.32, 19.48, 21.34], [-8.48, 18.84, 21.13], [-10.42, 17.12, 20.24], [-10.93, 16.57, 21.80], [-9.38, 16.20, 21.12], [-10.25, 18.99, 22.23], [-8.73, 16.75, 23.49], [-8.83, 18.39, 24.03], [-5.32, 23.70, 15.90], [-5.34, 25.23, 15.53], [-6.09, 25.42, 14.19], [-7.11, 26.38, 14.51], [-7.06, 26.70, 15.82], [-7.96, 27.28, 16.40], [-6.13, 26.00, 16.45], [-4.73, 23.60, 16.82], [-4.79, 23.14, 15.12], [-6.30, 23.26, 16.07], [-4.32, 25.59, 15.40], [-6.55, 24.51, 13.82], [-5.35, 25.83, 13.49], [-11.94, 21.92, 25.17], [-10.64, 21.25, 25.29], [-9.53, 21.65, 24.32], [-8.48, 21.91, 25.22], [-8.77, 21.55, 26.46], [-8.00, 21.52, 27.37], [-10.11, 21.44, 26.53], [-12.01, 22.95, 25.52], [-12.61, 21.34, 25.79], [-12.31, 21.96, 24.14], [-10.77, 20.19, 25.08], [-9.88, 22.50, 23.74], [-9.18, 20.92, 23.59], [-9.22, 25.06, 23.51], [-7.96, 24.75, 22.73], [-6.67, 25.08, 23.37], [-5.84, 24.01, 23.26], [-6.52, 23.05, 22.67], [-6.06, 21.91, 22.41], [-7.82, 23.33, 22.61], [-9.10, 24.63, 24.51], [-10.11, 24.71, 22.99], [-9.37, 26.14, 23.57], [-8.04, 25.16, 21.73], [-6.85, 25.43, 24.39], [-6.23, 25.95, 22.90], [-1.17, 25.79, 23.10], [-2.53, 25.45, 22.43], [-2.65, 25.76, 20.97], [-3.27, 24.64, 20.38], [-3.28, 23.64, 21.26], [-3.69, 22.54, 21.02], [-2.75, 24.05, 22.47], [-1.10, 25.42, 24.12], [-0.93, 26.85, 23.07], [-0.39, 25.30, 22.51], [-3.33, 25.82, 23.07], [-1.74, 25.99, 20.41], [-3.39, 26.55, 20.86], [-10.10, 22.03, 17.46], [-8.66, 22.57, 17.43], [-8.57, 23.86, 18.18], [-7.65, 23.54, 19.23], [-7.10, 22.36, 19.07], [-6.13, 21.92, 19.73], [-7.68, 21.69, 17.98], [-10.07, 21.05, 16.98], [-10.81, 22.60, 16.87], [-10.55, 21.98, 18.45], [-8.42, 22.86, 16.40], [-9.56, 24.17, 18.53], [-8.28, 24.62, 17.45], [-3.45, 15.54, 23.28], [-3.36, 16.87, 23.94], [-1.89, 17.43, 23.92], [-2.09, 18.72, 23.32], [-3.41, 18.93, 22.97], [-3.82, 19.97, 22.40], [-4.06, 17.85, 23.14], [-3.49, 15.77, 22.22], [-4.29, 15.05, 23.77], [-2.52, 14.97, 23.35], [-3.59, 16.76, 25.00], [-1.29, 16.80, 23.27], [-1.43, 17.55, 24.90]],
  "orbital_gap_ev": 6.9,
  "lumo_energy_ev": 0.8015,
  "fmax_ev_per_a": 6.35,
  "de_lowest_kcal_mol": 0.00,
  "total_charge": -1
}